Density functional theory data (the ωB97M-V functional and the def2-TZVPD basis) for a molecular structure, C47H44F10NO4P2S4Sc.

Output
- Total charge: 0
- Spin multiplicity: 1
- E: -6208.27079 Eh
- HOMO: -6.9 eV
- ΔE to the lowest compared entry with this formula, charge and spin: 1.349 eV
- M: 1112.0 g mol⁻¹

Positions of all 113 atoms, in Å:
Sc1 -0.21578 -0.05683 0.29821
O1 5.30048 -0.28018 4.62252
C1 4.37786 -0.21949 3.86865
S1 3.20220 1.11158 3.84595
C2 2.17686 0.48254 2.56134
C3 2.54708 -0.69442 2.00746
S2 1.74408 -1.55522 0.74329
S3 4.01086 -1.43614 2.64363
S4 0.79561 1.43693 2.11530
C4 0.27980 -6.04784 -4.44430
C5 -0.94723 -5.15136 -4.60274
C6 -2.24898 -5.93045 -4.77511
C7 -2.47973 -6.83456 -3.57009
C8 -2.30192 -6.06887 -2.28810
C9 -2.79624 -6.58403 -1.10693
C10 -2.68530 -5.85786 0.07453
F1 -3.15805 -6.38535 1.21677
C11 -2.14536 -4.59850 0.08856
C12 -1.64290 -4.04936 -1.09438
C13 -1.14245 -2.68098 -1.09690
O2 -1.17166 -1.97562 -0.05474
C14 -0.64680 -2.22100 -2.35256
C15 -0.59295 -3.06018 -3.42918
N1 -1.08390 -4.30403 -3.42287
C16 -1.66611 -4.80964 -2.28208
C17 -0.15300 -0.79731 -2.50942
O3 0.53120 -0.50769 -3.47483
O4 -0.53502 0.02711 -1.59899
H1 0.36021 -6.72444 -5.29033
H2 0.21289 -6.62889 -3.52904
H3 1.18227 -5.44380 -4.39480
H4 -0.80177 -4.49197 -5.46600
H5 -2.22276 -6.50728 -5.69990
H6 -3.06925 -5.21264 -4.84540
H7 -1.79306 -7.68391 -3.59887
H8 -3.49114 -7.24381 -3.60591
H9 -3.27766 -7.54904 -1.08943
H10 -2.08959 -4.02036 0.99392
H11 -0.14480 -2.69549 -4.34529
C18 -3.61483 1.19579 4.28530
C19 -2.43894 1.20099 3.31273
C20 -2.62367 2.29052 2.25233
P1 -1.99590 -0.40466 2.44647
C21 -3.54576 -1.43079 2.14338
C22 -4.40637 -0.66186 1.13955
C23 -4.39815 -1.95043 3.29745
C24 -0.98661 -1.32358 3.73932
C25 -0.68688 -2.73237 3.22520
C26 -1.49445 -1.34654 5.18020
H12 -3.60730 2.12378 4.85675
H13 -3.55770 0.36951 4.98623
H14 -4.55859 1.14501 3.74960
H15 -1.52076 1.43884 3.86638
H16 -3.50690 2.11104 1.64130
H17 -1.74784 2.33264 1.59418
H18 -2.72768 3.26324 2.73144
H19 -3.12325 -2.29809 1.61553
H20 -4.94952 0.14842 1.62166
H21 -5.13835 -1.32618 0.68300
H22 -3.78009 -0.23932 0.34812
H23 -4.79725 -1.14915 3.90900
H24 -3.84271 -2.63339 3.93310
H25 -5.24217 -2.50084 2.88049
H26 -0.03932 -0.76065 3.73690
H27 -1.56036 -3.37896 3.29787
H28 0.11361 -3.17485 3.81560
H29 -0.34754 -2.69058 2.18590
H30 -2.47435 -1.80561 5.27395
H31 -1.52966 -0.34452 5.59879
H32 -0.79798 -1.93059 5.78109
F2 2.72641 6.99187 -5.74641
C27 3.65668 6.22765 -5.14216
F3 4.27895 5.55743 -6.12877
F4 4.56117 7.07336 -4.63172
C28 3.05137 5.31139 -4.11427
C29 3.42275 5.39906 -2.77969
C30 2.84165 4.55269 -1.85746
C31 1.88021 3.62365 -2.24381
C32 1.52979 3.52734 -3.58489
C33 2.11176 4.37118 -4.51802
P2 1.11279 2.53766 -0.93968
C34 2.71419 1.70144 -0.54939
C35 3.67866 2.04952 0.38703
C36 4.86346 1.34146 0.45527
C37 5.08508 0.26984 -0.39980
C38 4.12301 -0.10676 -1.32784
C39 2.94098 0.60849 -1.39494
C40 6.42549 -0.40324 -0.33954
F5 7.37497 0.37985 -0.90236
F6 6.47832 -1.57039 -0.99203
F7 6.84167 -0.63068 0.91332
C41 0.64598 3.92668 0.19511
C42 1.38213 4.59943 1.16182
C43 0.81731 5.62769 1.89467
C44 -0.49924 6.00369 1.67069
C45 -1.24838 5.35627 0.69560
C46 -0.67323 4.33210 -0.03105
C47 -1.14147 7.07894 2.50394
F8 -2.03376 6.55922 3.37609
F9 -0.26665 7.78478 3.23037
F10 -1.82482 7.97154 1.76542
H33 4.15960 6.12202 -2.46572
H34 3.13672 4.62873 -0.82351
H35 0.80102 2.79462 -3.89899
H36 1.83933 4.30183 -5.56005
H37 3.52279 2.85199 1.08782
H38 5.61461 1.62934 1.17502
H39 4.29338 -0.94437 -1.98881
H40 2.19552 0.33344 -2.13722
H41 2.39862 4.32798 1.38893
H42 1.41298 6.13076 2.64153
H43 -2.26910 5.65538 0.51124
H44 -1.25342 3.82871 -0.79645